[1]
DFT (ωB97M-V with the def2-TZVPD basis set) results for a structure of composition C41H35F3N6O3PbS2 in a non-equilibrium geometry.

Values from the calculation:
- HOMO-LUMO gap (eV) = 5.51
- charge = -2

Each line ends with the natural charge from an NBO analysis.
Atoms and positions in Å:
Pb -0.14517 0.43883 0.18774  1.24
S -1.28846 0.27968 2.69138  -0.41
C -0.90773 1.92900 3.07456  0.08
C -1.11770 2.45668 4.36350  -0.28
C -0.76528 3.76448 4.62007  -0.18
C -0.20317 4.53787 3.60692  -0.32
C -0.04145 3.94624 2.36482  0.06
N -0.39215 2.69271 2.10152  -0.48
H -1.54571 1.82222 5.12819  0.21
H -0.91971 4.18890 5.60661  0.19
H 0.10478 5.56025 3.78242  0.20
H 0.40044 4.48890 1.53447  0.21
C 2.80166 -6.06592 -3.39496  -0.24
O 3.24678 -5.32893 -4.53027  -0.53
C 2.36832 -4.43845 -5.10291  0.24
C 2.20551 -4.52179 -6.47681  -0.25
C 1.35788 -3.65322 -7.14707  -0.23
C 0.67734 -2.67839 -6.43313  -0.23
C 0.85857 -2.56887 -5.06411  -0.20
C 1.70122 -3.44382 -4.37258  0.09
N 1.95246 -3.33260 -2.99959  -0.65
C 1.19046 -2.62744 -2.04512  0.64
N -0.13771 -2.81373 -2.21473  -0.63
C -1.32043 -2.52844 -1.47114  0.16
C -1.49573 -1.55959 -0.47138  -0.49
C -2.78262 -1.53217 0.09346  -0.26
C -3.83703 -2.33978 -0.30303  -0.26
C -3.64477 -3.25424 -1.32514  -0.28
C -2.39311 -3.34568 -1.89456  0.21
O -2.15912 -4.30920 -2.87983  -0.55
C -2.81599 -4.05791 -4.10937  -0.24
N 1.75302 -1.98269 -1.08986  -0.55
C 3.15701 -1.90142 -1.07973  0.06
C 3.86234 -2.72411 -0.19878  -0.18
C 5.24550 -2.70555 -0.12889  -0.26
C 5.95869 -1.85037 -0.95617  -0.24
C 5.27899 -1.03541 -1.84540  -0.23
C 3.89087 -1.05263 -1.92494  0.27
O 3.33158 -0.31287 -2.92777  -0.53
C 2.28648 0.61045 -2.59652  -0.25
H 3.23662 -7.06221 -3.48466  0.17
H 1.71397 -6.15014 -3.37161  0.18
H 3.14208 -5.61940 -2.46014  0.18
H 2.75905 -5.28901 -7.00438  0.20
H 1.23612 -3.73650 -8.21986  0.20
H 0.02729 -1.97244 -6.93491  0.25
H 0.38952 -1.75319 -4.52791  0.23
H 2.92760 -3.38560 -2.74839  0.41
H -0.34361 -3.50892 -2.91502  0.41
H -2.97184 -0.81527 0.88822  0.21
H -4.81209 -2.24642 0.16441  0.19
H -4.44385 -3.90128 -1.66921  0.20
H -3.90309 -4.03413 -3.98916  0.16
H -2.54690 -4.87241 -4.78112  0.18
H -2.49033 -3.11089 -4.55020  0.18
H 3.27923 -3.38649 0.42906  0.21
H 5.75781 -3.34154 0.58223  0.20
H 7.04007 -1.80773 -0.90517  0.20
H 5.80990 -0.36053 -2.50525  0.22
H 2.69502 1.46964 -2.06105  0.22
H 1.50675 0.16546 -1.98237  0.18
H 1.85705 0.92522 -3.54547  0.18
F 4.73729 4.61183 2.07950  -0.34
C 5.19076 3.37255 1.75052  0.98
F 5.54736 3.42152 0.46339  -0.31
F 6.37281 3.24256 2.43930  -0.36
C 4.23400 2.28696 2.12754  -0.21
C 4.50098 1.58833 3.28933  -0.16
C 3.64885 0.58289 3.71736  -0.35
C 2.53179 0.33672 2.93402  0.08
N 2.24705 0.98650 1.82096  -0.50
C 3.05553 1.98849 1.36028  0.07
S 2.61342 2.82129 -0.05060  -0.37
H 5.38547 1.82773 3.86559  0.21
H 3.84155 0.02523 4.62419  0.20
H 1.80978 -0.42596 3.22213  0.19
C -1.99934 1.84571 -1.08029  -0.80
C -1.87050 1.39166 -2.40844  0.01
C -2.55794 0.23207 -2.88671  -0.28
C -2.31582 -0.29540 -4.12410  -0.10
C -1.40356 0.31137 -5.01378  -0.38
C -0.76851 1.49824 -4.59574  -0.10
C -0.99017 2.01653 -3.34600  -0.29
C -1.15180 -0.26768 -6.28102  0.38
N -0.96398 -0.76216 -7.31144  -0.47
H -2.88468 1.52993 -0.53238  0.21
H -1.66158 2.85434 -0.85865  0.21
H -3.27000 -0.25492 -2.23266  0.22
H -2.83231 -1.19497 -4.43994  0.19
H -0.09706 1.99398 -5.28797  0.20
H -0.46537 2.91290 -3.03352  0.21

Cartesian forces (eV/Å) of the 2 atoms listed first:
Pb 0.11 0.01 -0.26
S -0.18 -0.24 0.04

=====

[2]
DFT (ωB97M-V with the def2-TZVPD basis set) results for a structure of composition C41H35N2OP2SSm.

Values from the calculation:
- HOMO-LUMO gap (alpha / beta) (eV) = 7.35 / 7.42
- spin multiplicity = 6
- charge = +2

Each line ends with the Mulliken charge.
Atoms and positions in Å:
Sm -0.28754 0.80150 0.82855  0.41
O 0.09765 -0.01391 -1.72496  1.58
C -0.51170 -1.00950 -2.49853  -0.35
C -0.15520 -1.21798 -3.81657  -0.52
C -0.77421 -2.25301 -4.50764  -0.79
C -1.70968 -3.06503 -3.87992  -1.02
C -2.01229 -2.86154 -2.54253  -0.47
C -1.41109 -1.82650 -1.82990  0.09
P -1.60020 -1.60702 -0.04776  1.54
C -3.12831 -2.45408 0.40913  0.22
C -4.34568 -1.90577 -0.00243  -0.12
C -5.53494 -2.53294 0.33240  -0.76
C -5.51902 -3.69897 1.09217  -0.55
C -4.31299 -4.24177 1.50541  -0.78
C -3.11652 -3.62314 1.16151  -0.41
C -0.20829 -2.52906 0.65513  0.23
C 0.62853 -3.36721 -0.08291  -0.73
C 1.70420 -3.98450 0.53709  -0.66
C 1.95988 -3.76920 1.88785  -0.62
C 1.13897 -2.93189 2.62772  -1.00
C 0.06164 -2.30899 2.00909  -0.24
C 0.47393 1.21562 -2.25611  0.08
C -0.20084 1.80088 -3.31941  -0.43
C 0.19671 3.05714 -3.73637  -0.88
C 1.24085 3.73138 -3.10059  -1.01
C 1.88458 3.13834 -2.03561  -0.15
C 1.51175 1.86229 -1.58613  -0.11
P 2.38452 0.96383 -0.25772  1.41
C 2.50496 2.20116 1.07148  0.60
C 3.40864 1.93771 2.11091  -1.05
C 3.43333 2.74230 3.23430  -0.65
C 2.54527 3.80894 3.36089  -0.55
C 1.63522 4.06612 2.35505  -0.95
C 1.61191 3.26534 1.21326  -0.25
C 4.03313 0.54015 -0.82459  0.47
C 5.06313 1.47823 -0.86709  -0.55
C 6.29940 1.11403 -1.37540  -0.70
C 6.50607 -0.17927 -1.84362  -0.58
C 5.48300 -1.11606 -1.79488  -0.67
C 4.24512 -0.76037 -1.27733  -0.24
H 0.58202 -0.59248 -4.30078  0.61
H -0.51751 -2.42491 -5.54460  0.47
H -2.18931 -3.86549 -4.42593  0.46
H -2.71760 -3.51251 -2.04011  0.55
H -4.35939 -1.00525 -0.60903  0.43
H -6.47888 -2.12320 -0.00342  0.45
H -6.44865 -4.18689 1.35407  0.42
H -4.29952 -5.15228 2.08947  0.45
H -2.17822 -4.05979 1.47968  0.39
H 0.43750 -3.54372 -1.13447  0.46
H 2.34292 -4.64654 -0.03322  0.48
H 2.79852 -4.25953 2.36445  0.43
H 1.33002 -2.76596 3.67967  0.49
H -0.59267 -1.67489 2.60372  0.71
H -1.02009 1.29235 -3.80826  0.67
H -0.31734 3.52398 -4.56688  0.48
H 1.54399 4.71092 -3.44397  0.48
H 2.69740 3.65755 -1.54140  0.46
H 4.10353 1.10951 2.03269  0.48
H 4.15048 2.54157 4.01924  0.46
H 2.57543 4.43840 4.24007  0.43
H 0.95253 4.90195 2.43811  0.50
H 0.93003 3.53161 0.40845  0.35
H 4.91107 2.48491 -0.49544  0.36
H 7.10299 1.83759 -1.40551  0.43
H 7.47307 -0.45890 -2.24085  0.41
H 5.64974 -2.12445 -2.14964  0.45
H 3.44910 -1.49476 -1.22229  0.37
S -2.49652 1.75819 -0.99690  -0.43
C -3.33199 2.01856 0.44227  0.14
N -4.68491 2.16650 0.45408  0.07
C -5.37102 2.48161 1.57807  -0.12
C -4.70267 2.60646 2.75686  -1.01
C -3.32195 2.35826 2.72249  0.10
N -2.66674 2.07691 1.61271  0.04
H -5.16660 2.07994 -0.43189  0.29
H -6.43841 2.61179 1.46806  0.45
H -5.21653 2.85495 3.67195  0.45
H -2.73106 2.37804 3.63172  0.47
C -0.25926 0.97601 3.24898  -1.69
H -1.14583 0.51398 3.70136  0.48
H -0.22625 2.03034 3.54335  0.43
H 0.62463 0.48245 3.66909  0.42

Cartesian forces (eV/Å) of the 2 atoms listed first:
Sm -0.38 0.41 0.35
O -0.07 -0.14 0.01

=====

[3]
DFT (ωB97M-V with the def2-TZVPD basis set) results for a structure of composition C41H36EuIN7O4S in a non-equilibrium geometry.

Values from the calculation:
- HOMO-LUMO gap (alpha / beta) (eV) = 4.51 / 4.84
- spin multiplicity = 7
- charge = -1

Each line ends with the Mulliken charge.
Atoms and positions in Å:
Eu -0.65144 -0.50655 0.26324  0.74
C -0.01586 -4.80329 -1.53971  -0.92
C -1.25298 -4.13433 -2.09554  0.96
N -1.69930 -4.54244 -3.26470  -0.64
C -2.81296 -3.99572 -3.76702  -1.16
C -3.53557 -2.96796 -3.17193  0.95
C -4.74251 -2.34234 -3.83326  -0.93
O -4.50786 -0.93315 -3.90311  -0.45
C -3.09121 -2.51776 -1.90283  -0.14
C -3.76693 -1.40661 -1.23413  -0.10
N -3.09816 -0.56664 -0.51153  0.58
C -3.56742 0.29859 0.47186  -0.01
C -4.88075 0.74638 0.46486  -0.61
C -5.34348 1.46031 1.55855  -0.70
C -4.47340 1.74547 2.62128  -0.69
C -3.15204 1.30621 2.61278  -0.49
C -2.65576 0.61144 1.50897  0.96
I -0.17608 -1.22412 3.66714  0.14
C -1.88856 -3.08334 -1.33199  0.82
O -1.33595 -2.75469 -0.21510  -1.09
H 0.38440 -5.50515 -2.30162  0.33
H -0.26605 -5.38234 -0.63634  0.29
H 0.75037 -4.05628 -1.26396  0.05
H -3.16573 -4.42447 -4.71599  0.28
H -5.65557 -2.57134 -3.25230  0.32
H -4.84337 -2.78455 -4.84679  0.36
H -5.18054 -0.51010 -4.45659  0.28
H -4.81386 -1.23325 -1.51650  0.08
H -5.54724 0.45439 -0.36054  0.28
H -6.38477 1.79930 1.60221  0.30
H -4.83884 2.31671 3.47937  0.38
H -2.50946 1.53145 3.46270  0.15
O 5.10610 -1.65350 -5.41220  -0.75
N 3.86500 -1.61716 -5.42214  0.95
O 3.14088 -1.57971 -6.41996  -0.74
C 3.29178 -1.66150 -4.10738  -0.77
C 4.15258 -1.96051 -3.05512  -1.06
C 3.66270 -2.08548 -1.74064  1.32
C 4.47255 -2.53639 -0.66651  -0.74
C 3.90347 -2.78519 0.55772  -0.63
C 2.52679 -2.58195 0.70240  -1.09
N 1.75768 -2.02605 -0.23264  0.67
C 2.28080 -1.81387 -1.45777  -0.59
C 1.40672 -1.37654 -2.55370  -0.04
N 0.17511 -0.92843 -2.22646  0.92
C -0.68563 -0.63708 -3.20499  -0.43
C -0.35307 -0.75773 -4.55489  -1.19
C 0.93469 -1.09527 -4.91688  -0.77
C 1.88020 -1.38127 -3.89983  1.10
H 5.21700 -2.11730 -3.27109  0.44
H 5.54565 -2.67253 -0.82282  0.41
H 4.50095 -3.17328 1.39244  0.44
H 2.02784 -2.83810 1.64738  0.57
H -1.68363 -0.32970 -2.90036  0.66
H -1.11649 -0.56943 -5.30840  0.45
H 1.22409 -1.13381 -5.97845  0.47
C 0.33682 2.17472 3.06465  -1.65
C 1.54563 1.27015 2.74675  3.29
C 2.39497 1.87783 1.56243  -1.29
C 1.07217 -0.08480 2.32287  -1.55
C 2.46007 1.05009 3.96668  -0.10
C 3.67923 0.33777 3.81163  0.02
C 4.56859 0.23308 4.87031  -0.97
C 4.29837 0.88237 6.07254  -0.40
C 3.11075 1.58615 6.23392  -0.81
C 2.19729 1.67520 5.19490  -0.28
H -0.36469 2.21183 2.22770  -0.48
H 0.68359 3.20404 3.24426  0.55
H -0.19525 1.80236 3.95991  0.58
H 1.78216 2.02719 0.65538  0.08
H 3.23120 1.18821 1.30090  0.31
H 2.84017 2.84062 1.86832  0.42
H 1.80409 -0.78127 1.92543  0.25
H 3.92164 -0.13237 2.84719  0.14
H 5.47942 -0.35571 4.76167  0.39
H 5.02817 0.85912 6.88901  0.36
H 2.87682 2.06007 7.18676  0.37
H 1.26630 2.23850 5.33510  0.33
C -2.53023 5.13618 2.05231  -1.12
C -1.38654 4.88811 1.10374  0.94
C -0.38237 5.84394 0.86107  -0.77
C 0.62435 5.44262 -0.01472  -0.25
N 0.64775 4.26593 -0.62233  -0.49
C -0.38913 3.43347 -0.38116  0.20
S -0.35784 1.91969 -1.26244  -0.32
N -1.39172 3.70224 0.48845  -0.24
H -2.70493 6.21823 2.16639  0.43
H -2.31076 4.73017 3.05747  0.16
H -3.44405 4.63933 1.68300  0.23
H -0.38316 6.82640 1.34129  0.36
H 1.47631 6.07646 -0.26058  0.41

Cartesian forces (eV/Å) of the 2 atoms listed first:
Eu -1.23 -1.02 -1.51
C 0.17 -0.10 -0.32